[1]
The following is a DFT calculation (wB97M-V/def2-TZVPD) of one molecule with the formula C5H6BrNO at a distorted geometry.

```
14
Properties=species:S:1:pos:R:3:forces:R:3
C 1.356 -0.439 -0.702 -1.0580 -0.8982 -1.8247
C -1.269 1.034 0.385 -1.1036 -0.8682 -2.1895
C 1.177 0.485 0.437 -4.0632 0.7568 -0.9931
C -0.214 0.388 1.175 1.2123 -2.7208 -1.7304
C -0.659 -1.537 -1.680 -0.1642 -1.8422 -0.9548
N 0.384 -1.121 -1.214 -0.0237 0.3369 0.9911
O -1.165 1.719 -0.576 0.0890 0.2915 0.8118
Br -3.046 0.291 0.805 -0.1485 0.2777 0.2732
H 2.125 -0.309 -1.452 0.5311 0.3214 0.3855
H 1.917 0.376 1.129 2.2062 0.3791 1.7961
H 0.958 1.487 0.012 1.6083 -0.1018 0.1578
H -0.181 0.955 2.024 0.3878 1.2833 2.7113
H -0.508 -0.657 1.442 0.1283 0.9196 -0.1788
H -0.877 -2.672 -1.785 0.3982 1.8649 0.7444
```
Positions in Å, forces in eV/Å.

Values from the calculation:
- Net charge: 0
- E_LUMO: 0.635 eV
- HOMO energy: -7.971 eV

---

[2]
The following is a DFT calculation (wB97M-V/def2-TZVPD) of one molecule with the formula C5H6BrNO2 at a distorted geometry.

```
15
Properties=species:S:1:pos:R:3:forces:R:3
C -0.039 0.401 -1.760 1.7025 0.1459 -0.9591
C -1.282 0.126 -1.209 -1.6433 1.2329 0.7223
C 0.891 0.114 -0.795 0.7932 -0.3537 1.1334
C -1.292 -0.116 0.121 4.7550 -0.6898 0.2256
C 0.852 -0.410 1.786 5.9779 -2.1317 -5.9054
N 0.374 -0.242 0.393 -5.3923 0.0669 0.7266
O 2.253 0.136 -0.918 -0.7585 -0.0256 0.6410
O -2.153 -0.685 0.960 0.0443 -0.8312 -0.0204
Br -2.872 0.635 -2.038 -0.6083 -0.1700 -0.4908
H 0.227 0.852 -2.733 -0.5160 -0.6188 0.6952
H 0.839 -1.417 2.095 -0.5052 -1.3536 0.2124
H 2.014 -0.206 1.704 -2.2046 -0.0497 0.4589
H 0.445 0.166 2.452 -2.5554 3.6000 3.3898
H 2.381 0.761 -1.616 0.7494 0.5312 -0.8130
H -2.639 -0.115 1.557 0.1613 0.6470 -0.0164
```
Positions in Å, forces in eV/Å.

Values from the calculation:
- Net charge: 0
- SMILES string: Cn1c(O)cc(Br)c1O
- E_LUMO: 0.545 eV
- HOMO energy: -7.717 eV

---

[3]
The following is a DFT calculation (wB97M-V/def2-TZVPD) of C5H6BrNS as an isolated structure at a distorted geometry.

```
14
Properties=species:S:1:pos:R:3:forces:R:3
C 1.490 -1.298 -1.113 0.1841 -0.7075 0.0882
C 1.221 -2.372 -0.303 -0.2285 0.1715 0.1804
C -0.014 -0.340 0.161 0.3013 -1.8138 0.3345
C -0.603 2.086 0.321 -0.1414 0.0419 -0.1202
C -0.798 0.677 0.744 -2.2321 0.5705 -0.0390
N 0.794 -0.192 -0.846 -0.2559 0.9958 -0.1034
S 0.039 -1.974 0.857 0.2549 0.8158 -0.6574
Br -3.245 0.224 -0.004 1.7809 0.2424 0.4634
H 2.207 -1.286 -1.914 0.1085 -0.1029 -0.1371
H 1.659 -3.351 -0.341 0.0795 -0.1712 -0.0310
H -0.441 2.149 -0.751 0.0128 0.0211 0.0104
H 0.286 2.473 0.826 0.1316 -0.0124 0.0345
H -1.452 2.699 0.610 -0.0040 -0.0285 0.0208
H -1.144 0.506 1.754 0.0083 -0.0226 -0.0443
```
Positions in Å, forces in eV/Å.

Values from the calculation:
- Net charge: 0
- E_LUMO (spin up / spin down): -1.705 / -1.705 eV
- HOMO energy (spin up / spin down): -8.984 / -8.986 eV

---

One value per record, in order, for ΔE to the lowest compared entry with this formula, charge and spin: 67.1 17.8 14.1 kcal/mol.